i:
{"formula": "C2H3NOS", "method": "the ωB97M-V functional and the def2-TZVPD basis", "gap_ev": [6.85, 7.01], "homo_ev": [-7.50, -8.07], "mol_weight_g_mol": 89.1, "species": ["C", "C", "N", "O", "S", "H", "H", "H"], "coordinates": [[0.31, -0.77, -1.44], [-0.01, -0.10, -0.11], [2.03, -0.25, -3.60], [-0.31, -1.57, -2.02], [1.93, 1.14, -4.03], [-0.75, -0.63, 0.39], [0.95, -0.08, 0.47], [-0.17, 0.84, -0.41]], "mulliken_charge": [0.29, -0.83, -0.13, -0.34, 0.13, 0.31, 0.29, 0.27]}

ii:
{"formula": "C2H3NOS", "method": "the ωB97M-V functional and the def2-TZVPD basis", "gap_ev": [8.07, 8.07], "homo_ev": [-8.81, -8.81], "mol_weight_g_mol": 89.1, "species": ["C", "C", "N", "O", "S", "H", "H", "H"], "coordinates": [[-0.71, 0.91, 0.27], [0.75, -0.87, 0.58], [0.35, 0.31, 0.92], [-0.09, -0.32, -1.85], [-0.94, 0.83, -1.40], [-1.20, 1.70, 0.71], [1.70, -1.06, 0.88], [0.14, -1.51, -0.09]], "mulliken_charge": [-0.13, -0.23, -0.44, -0.57, 0.35, 0.41, 0.33, 0.29]}

Quick one: most stable of them? ii

i:
{"formula": "C2H3NOS", "method": "the ωB97M-V functional and the def2-TZVPD basis", "gap_ev": 9.50, "homo_ev": -8.70, "mol_weight_g_mol": 89.1, "species": ["C", "C", "H", "H", "H", "N", "O", "S"], "coordinates": [[-0.43, 0.89, 0.07], [0.77, -1.00, -0.17], [-0.23, 1.30, 1.08], [-0.65, 1.81, -0.40], [1.68, -1.42, -0.16], [-0.32, -1.48, 0.13], [0.76, 0.34, -0.33], [-1.58, -0.43, -0.23]], "mulliken_charge": [-0.27, 0.11, 0.24, 0.27, 0.44, -0.43, -0.36, 0.00]}

ii:
{"formula": "C2H3NOS", "method": "the ωB97M-V functional and the def2-TZVPD basis", "gap_ev": 8.93, "homo_ev": -9.07, "mol_weight_g_mol": 89.1, "species": ["C", "C", "H", "H", "H", "N", "O", "S"], "coordinates": [[-0.83, -0.74, 1.37], [0.76, 0.61, -1.38], [-0.29, -0.97, 2.37], [-1.99, -0.48, 1.46], [1.55, 1.39, -0.59], [0.22, -0.60, 0.51], [-0.19, -0.34, -0.84], [0.77, 1.13, -2.91]], "mulliken_charge": [-0.14, 0.03, 0.25, 0.26, 0.26, -0.39, -0.07, -0.20]}

iii:
{"formula": "C2H3NOS", "method": "the ωB97M-V functional and the def2-TZVPD basis", "gap_ev": [5.52, 9.35], "homo_ev": [-9.20, -10.81], "mol_weight_g_mol": 89.1, "species": ["C", "C", "N", "O", "S", "H", "H", "H"], "coordinates": [[2.54, 0.66, 0.20], [-1.29, -0.05, -0.05], [2.61, 1.68, -0.32], [0.82, -1.51, 0.57], [-0.22, -1.48, -0.45], [-1.27, 0.12, 1.02], [-2.29, -0.26, -0.40], [-0.90, 0.83, -0.57]], "mulliken_charge": [0.16, -0.77, -0.26, -0.41, 0.39, 0.28, 0.33, 0.28]}

Quick one: most stable of them? i

i:
{"formula": "C6H15NSi", "method": "the ωB97M-V functional and the def2-TZVPD basis", "gap_ev": 8.84, "homo_ev": -7.99, "mol_weight_g_mol": 129.3, "species": ["C", "C", "C", "C", "C", "C", "N", "Si", "H", "H", "H", "H", "H", "H", "H", "H", "H", "H", "H", "H", "H", "H", "H"], "coordinates": [[-0.68, -0.77, 0.54], [0.27, -1.03, -0.29], [-2.39, 0.89, 0.84], [-2.84, -0.62, -1.14], [3.52, 1.47, -0.53], [-2.20, -0.57, 0.29], [3.24, 0.03, -0.66], [2.65, -1.13, 0.51], [-0.46, -0.56, 1.55], [0.17, -1.30, -1.34], [-1.67, 1.56, 0.29], [-3.44, 1.34, 0.85], [-2.07, 0.78, 1.97], [-3.91, -0.23, -1.12], [-2.31, 0.08, -1.80], [-2.94, -1.61, -1.53], [3.53, 1.62, 0.62], [4.46, 1.75, -1.01], [2.70, 2.10, -0.99], [-2.87, -1.24, 0.86], [2.96, -0.25, -1.63], [2.66, -0.43, 1.81], [3.24, -2.38, 0.20]], "mulliken_charge": [-0.68, -0.36, -1.17, -1.43, -0.61, 0.64, -0.26, 0.37, 0.24, 0.30, 0.28, 0.36, 0.27, 0.37, 0.35, 0.38, 0.21, 0.25, 0.23, 0.20, 0.24, -0.10, -0.09]}

ii:
{"formula": "C6H15NSi", "method": "the ωB97M-V functional and the def2-TZVPD basis", "gap_ev": [10.18, 5.62], "homo_ev": [-9.56, -5.92], "mol_weight_g_mol": 129.3, "species": ["C", "C", "C", "C", "C", "C", "N", "Si", "H", "H", "H", "H", "H", "H", "H", "H", "H", "H", "H", "H", "H", "H", "H"], "coordinates": [[2.61, 0.02, 0.61], [3.59, 0.80, 1.40], [3.32, -0.93, -0.31], [-2.58, 2.00, 0.41], [-1.08, -0.60, -1.62], [-2.03, -1.06, 1.33], [1.41, 0.07, 0.88], [-2.24, 0.14, -0.19], [3.26, 0.71, 2.46], [4.65, 0.59, 1.33], [3.49, 1.77, 1.07], [4.01, -0.39, -0.99], [2.70, -1.59, -0.91], [3.83, -1.65, 0.44], [-1.77, 2.24, 1.05], [-2.75, 2.74, -0.38], [-3.50, 2.09, 1.00], [-1.37, -1.54, -1.97], [-1.03, 0.15, -2.49], [-0.06, -0.74, -1.16], [-0.92, -1.36, 1.39], [-2.20, -0.61, 2.24], [-2.48, -2.08, 1.46]], "mulliken_charge": [0.75, -1.19, -1.00, -0.98, -0.54, -1.07, -0.48, 0.14, 0.33, 0.34, 0.35, 0.31, 0.33, 0.26, 0.32, 0.32, 0.29, 0.37, 0.28, -0.15, 0.23, 0.41, 0.39]}

Quick one: most stable of them? i

i:
{"formula": "C2H6Br2Si", "method": "the ωB97M-V functional and the def2-TZVPD basis", "gap_ev": [9.56, 4.74], "homo_ev": [-10.20, -8.42], "mol_weight_g_mol": 218.0, "species": ["C", "C", "Si", "Br", "Br", "H", "H", "H", "H", "H", "H"], "coordinates": [[1.01, -0.19, 0.99], [-0.57, 1.72, -0.82], [0.60, 0.30, -0.80], [4.55, -0.19, 0.05], [-0.06, 3.20, 0.09], [0.97, -1.33, 1.02], [1.87, 0.33, 1.40], [0.18, 0.39, 1.60], [-1.59, 1.50, -1.09], [-0.12, -0.72, -1.27], [1.71, 0.57, -1.61]], "mulliken_charge": [-1.01, -0.48, 0.68, 0.01, -0.09, 0.28, 0.32, 0.25, 0.42, -0.21, -0.18]}

ii:
{"formula": "C2H6Br2Si", "method": "the ωB97M-V functional and the def2-TZVPD basis", "gap_ev": 10.14, "homo_ev": -9.61, "mol_weight_g_mol": 218.0, "species": ["C", "C", "Si", "Br", "Br", "H", "H", "H", "H", "H", "H"], "coordinates": [[-1.55, 0.20, 0.48], [1.56, 0.39, 0.04], [-0.13, -0.21, -0.60], [1.91, -0.22, 1.89], [-0.28, 0.38, -2.64], [-1.76, 1.08, 0.88], [-2.50, -0.24, 0.02], [-1.26, -0.48, 1.27], [1.57, 1.44, 0.19], [2.51, -0.14, -0.43], [-0.07, -2.22, -1.11]], "mulliken_charge": [-0.96, -0.63, 0.35, -0.16, -0.21, 0.44, 0.26, 0.30, 0.39, 0.30, -0.09]}

Quick one: most stable of them? ii